1.
ORCA calculation (ωB97M-V/def2-TZVPD) on 4 unconnected molecules or ions with the total composition C35H49F34N3O6PS.

Properties
Molecular weight: 1316.8 g mol⁻¹
Frontier orbital gap: 0.338 Eh
HOMO energy: -11.44 eV
Electronic energy: -166355.08104 eV
E_LUMO: -2.23 eV

```
! wB97M-V def2-TZVPD RIJCOSX def2/J DEFGRID3
* xyz 1 1
C 8.16936 0.04100 0.20934
C 8.15079 -0.65429 -1.13645
O 8.80237 -0.24790 -2.06127
N 7.28474 -1.76758 -1.25193
C 7.25611 -2.28962 -2.61975
C 7.58094 -2.82024 -0.26409
C 6.35475 -3.65814 0.17759
C 4.99420 -3.10136 -0.22865
C 4.60010 -1.84811 0.54781
C 3.21114 -1.32671 0.13052
C 3.32313 -0.23509 -0.92227
C 1.96398 0.39929 -1.27678
P 2.43770 1.62028 -2.65286
C 1.04419 1.52632 -3.86201
O 2.15449 3.05985 -1.86585
C 1.35299 1.01544 -0.00478
C 0.06828 1.85812 -0.03415
C -1.03641 1.56876 -1.05412
O -1.12667 0.16572 -1.31176
C -2.37728 2.08560 -0.54029
N -2.26225 3.48648 -0.12860
N 1.25037 -0.02912 1.12952
F 1.12048 0.75715 2.29010
C 0.02178 -0.88160 1.18952
C 0.04651 -2.12472 0.31794
C -1.12739 -3.00859 0.71287
F -2.19412 -2.24088 1.06493
F -0.80780 -3.73359 1.80417
C -1.67117 -3.93269 -0.43807
F -1.68647 -3.20350 -1.57331
F -2.93109 -4.26788 -0.12654
S -0.74010 -5.57136 -0.76252
F 0.60410 -4.94747 -0.13631
F -0.25464 -5.08125 -2.18679
F -2.02916 -6.18815 -1.41537
F -1.18706 -6.07173 0.66623
F 0.01675 -6.91624 -0.98353
C 2.52705 -0.79312 1.37423
H 7.30721 -0.20598 0.82433
H 9.07050 -0.24884 0.75200
H 8.22395 1.11127 0.02818
H 6.34546 -2.86565 -2.77996
H 7.27526 -1.46457 -3.32366
H 8.11348 -2.93485 -2.83175
H 8.03538 -2.36792 0.61414
H 8.34007 -3.48118 -0.69289
H 6.37036 -3.74916 1.26674
H 6.45125 -4.67451 -0.20465
H 4.97064 -2.88022 -1.29657
H 4.23522 -3.87117 -0.05558
H 5.33239 -1.06495 0.34884
H 4.62012 -2.08048 1.61784
H 2.66968 -2.16393 -0.31359
H 4.01574 0.54333 -0.58515
H 3.73598 -0.68222 -1.82760
H 1.31294 -0.36189 -1.70724
H 1.48304 1.62584 -4.85393
H 0.32689 2.33433 -3.72884
H 0.53945 0.56312 -3.79088
H 1.79586 3.72741 -2.46422
H 2.13793 1.66693 0.38659
H -0.38171 1.82230 0.96046
H 0.36481 2.89281 -0.15781
H -0.82827 2.10978 -1.97456
H -1.48503 0.03189 -2.19458
H -2.71358 1.44559 0.28214
H -3.11139 2.00923 -1.34361
H -2.93495 4.06191 -0.61556
H -2.47360 3.59880 0.85328
H -0.05490 -1.17562 2.23612
H -0.83087 -0.26082 0.95282
H 0.00187 -1.88279 -0.73674
H 0.93318 -2.72426 0.49565
H 2.27250 -1.57809 2.08558
H 3.18086 -0.07597 1.86968
C 4.39068 8.38372 0.74954
C 5.85743 7.99638 0.53808
C 6.53808 8.47489 -0.74871
F 5.92668 7.93861 -1.82655
F 7.82149 8.06185 -0.73393
F 6.01055 6.66313 0.67047
F 6.54749 8.60642 1.54716
O 3.44461 7.38513 0.42281
C 2.88925 7.29015 -0.81188
C 3.18030 5.92029 -1.43892
F 4.50066 5.72757 -1.57882
F 2.60478 5.86350 -2.67196
F 3.25147 8.29085 -1.62777
F 1.53908 7.34803 -0.66862
H 4.29072 8.51443 1.82563
H 4.16069 9.33849 0.27729
H 6.51165 9.56516 -0.81725
H 2.75995 5.13034 -0.81662
C -5.73358 -4.13027 2.46886
C -5.30920 -5.59882 2.34950
C -5.51178 -6.28417 0.99366
F -6.81812 -6.34829 0.67459
F -5.02249 -7.53954 1.06956
F -5.85970 -6.33223 3.32948
F -3.94852 -5.59405 2.52872
O -6.98933 -3.88939 3.06430
C -8.13447 -3.80885 2.33335
C -9.16225 -4.86272 2.77064
F -8.64565 -6.09437 2.61055
F -10.25446 -4.74250 1.98770
F -7.90241 -3.86583 1.01009
F -8.69628 -2.59547 2.58521
H -5.01532 -3.69384 3.16160
H -5.62587 -3.61839 1.51116
H -4.97077 -5.74024 0.21478
H -9.43568 -4.70772 3.81571
C -7.18009 0.17577 1.14550
C -6.91673 1.32439 2.12316
C -7.94222 2.46144 2.17994
F -8.01156 3.08878 0.98844
F -7.54118 3.35173 3.11155
F -5.67684 1.82954 1.92205
F -6.94152 0.76517 3.36865
O -6.47210 0.22902 -0.07686
C -6.98710 0.81232 -1.19479
C -6.11268 1.98128 -1.67057
F -6.01209 2.92891 -0.71750
F -6.66850 2.52825 -2.77022
F -8.26266 1.19153 -1.04227
F -6.94264 -0.10760 -2.18931
H -6.78408 -0.70557 1.64763
H -8.24700 0.00732 1.00136
H -8.92855 2.07653 2.44996
H -5.11463 1.61646 -1.91776
*
```

Atomic partial charges in e from the Mulliken method, atoms 1 to 99: atom 1 (C): -1.28, atom 2 (C): 0.72, atom 3 (O): -0.59, atom 4 (N): 0.46, atom 5 (C): -1.13, atom 6 (C): -0.95, atom 7 (C): -0.87, atom 8 (C): -0.34, atom 9 (C): -0.49, atom 10 (C): 1.76, atom 11 (C): -2.03, atom 12 (C): 1.12, atom 13 (P): -0.07, atom 14 (C): -1.04, atom 15 (O): -0.32, atom 16 (C): -0.38, atom 17 (C): -2.45, atom 18 (C): 0.87, atom 19 (O): -0.25, atom 20 (C): -1.08, atom 21 (N): -0.50, atom 22 (N): 1.20, atom 23 (F): -0.28, atom 24 (C): -1.64, atom 25 (C): -0.02, atom 26 (C): 0.81, atom 27 (F): -0.34, atom 28 (F): -0.33, atom 29 (C): 0.26, atom 30 (F): -0.24, atom 31 (F): -0.13, atom 32 (S): 1.38, atom 33 (F): -0.32, atom 34 (F): -0.31, atom 35 (F): -0.31, atom 36 (F): -0.28, atom 37 (F): -0.29, atom 38 (C): -2.26, atom 39 (H): 0.28, atom 40 (H): 0.35, atom 41 (H): 0.33, atom 42 (H): 0.30, atom 43 (H): 0.38, atom 44 (H): 0.39, atom 45 (H): 0.39, atom 46 (H): 0.34, atom 47 (H): 0.46, atom 48 (H): 0.34, atom 49 (H): 0.08, atom 50 (H): 0.44, atom 51 (H): -0.36, atom 52 (H): 0.65, atom 53 (H): 0.06, atom 54 (H): 0.35, atom 55 (H): 0.48, atom 56 (H): 0.30, atom 57 (H): 0.41, atom 58 (H): 0.32, atom 59 (H): 0.22, atom 60 (H): 0.31, atom 61 (H): 1.08, atom 62 (H): 0.48, atom 63 (H): 0.65, atom 64 (H): 0.15, atom 65 (H): 0.38, atom 66 (H): 0.48, atom 67 (H): 0.05, atom 68 (H): 0.25, atom 69 (H): 0.22, atom 70 (H): 0.61, atom 71 (H): 0.41, atom 72 (H): 0.05, atom 73 (H): 0.43, atom 74 (H): 0.48, atom 75 (H): 0.34, atom 76 (C): -0.74, atom 77 (C): 0.89, atom 78 (C): 0.07, atom 79 (F): -0.21, atom 80 (F): -0.26, atom 81 (F): -0.27, atom 82 (F): -0.33, atom 83 (O): -0.36, atom 84 (C): 0.74, atom 85 (C): 0.60, atom 86 (F): -0.26, atom 87 (F): -0.32, atom 88 (F): -0.28, atom 89 (F): -0.30, atom 90 (H): 0.38, atom 91 (H): 0.34, atom 92 (H): 0.30, atom 93 (H): 0.02, atom 94 (C): -0.74, atom 95 (C): 0.83, atom 96 (C): 0.35, atom 97 (F): -0.25, atom 98 (F): -0.27, atom 99 (F): -0.28



2.
ORCA calculation (ωB97M-V/def2-TZVPD) on a molecular structure, C35H49N2O5S3SeSi2Ti at a distorted geometry.

Properties
Molecular weight: 857.0 g mol⁻¹
Energy above the lowest of the compared OMol25 structures with the same formula, charge and spin: 14.0 kcal/mol
Frontier orbital gap: 0.261 Eh
HOMO energy: -9.37 eV
Electronic energy: -187026.44057 eV
E_LUMO: -2.26 eV

```
! wB97M-V def2-TZVPD RIJCOSX def2/J DEFGRID3
* xyz 1 1
Ti 0.06630 0.06132 0.21126
O -0.59162 1.87885 0.75947
S 0.11620 3.13190 1.29881
C -0.49156 4.41712 0.18908
C -0.12585 4.05921 -1.24824
C 1.35652 3.77484 -1.49148
C 1.61426 3.07758 -2.82519
S 0.74457 1.48409 -2.85657
O 1.17568 0.83727 -1.54636
C 1.67640 0.66152 -4.12391
C 2.96846 0.21810 -3.87077
C 3.65316 -0.45993 -4.86436
C 3.04628 -0.68900 -6.09616
C 1.75537 -0.24562 -6.33562
C 1.05711 0.42787 -5.34103
C -0.77266 3.52753 2.78054
C -1.85560 2.75330 3.16173
C -2.50083 3.06304 4.35077
C -2.06570 4.12753 5.12621
C -0.97181 4.88782 4.73057
C -0.30657 4.58174 3.55522
H -0.02643 5.34289 0.53700
H -1.57207 4.48718 0.31575
H -0.47110 4.86656 -1.89816
H -0.71884 3.18443 -1.51137
H 1.75453 3.13010 -0.70435
H 1.93886 4.69916 -1.46927
H 2.67647 2.89617 -2.99225
H 1.21750 3.63910 -3.67524
H 3.42529 0.39181 -2.90381
H 4.66431 -0.80250 -4.68654
H 3.58627 -1.21668 -6.87087
H 1.28405 -0.43013 -7.29107
H 0.04095 0.76215 -5.51270
H -2.17366 1.91840 2.55278
H -3.34233 2.46359 4.67058
H -2.57377 4.36138 6.05198
H -0.62870 5.70890 5.34490
H 0.56520 5.15133 3.25388
C -1.09282 -3.38053 1.01632
Si -1.74372 -1.62156 1.22184
C -2.39045 -1.08932 2.92077
C -3.39808 -1.73354 0.31233
C -4.44345 -2.55724 0.75009
C -5.65100 -2.58497 0.07457
C -5.83556 -1.78764 -1.05295
C -4.80625 -0.97676 -1.49664
C -3.58148 -0.94547 -0.81834
Si -2.09146 0.02945 -1.40740
C -1.84369 -0.67991 -3.15445
C -2.73450 1.79405 -1.71226
H -1.70699 -4.07147 1.60089
H -0.05397 -3.53481 1.29804
H -1.23213 -3.64035 -0.03756
H -2.88443 -1.94183 3.39808
H -3.16835 -0.34195 2.74021
H -1.64610 -0.68361 3.59963
H -4.31761 -3.18220 1.62886
H -6.45390 -3.22375 0.42115
H -6.78107 -1.80731 -1.58043
H -4.96030 -0.36767 -2.38237
H -2.76754 -0.49733 -3.71176
H -1.69723 -1.75743 -3.10747
H -1.02315 -0.24842 -3.73009
H -3.77864 1.71639 -2.02566
H -2.20087 2.30801 -2.51600
H -2.70832 2.41215 -0.81272
C 3.98902 0.94977 2.60407
S 3.32386 0.44297 1.02620
C 4.23523 1.61661 0.01702
O 1.90618 0.98799 0.99325
H 3.80012 2.01417 2.73643
H 5.05841 0.73771 2.60537
H 3.47717 0.36330 3.36380
H 5.28759 1.33358 0.00161
H 4.11305 2.62237 0.41630
H 3.81175 1.55420 -0.98354
Se 1.04424 -0.96866 2.81052
C 0.83607 -2.71361 3.55947
C 1.76910 -3.70381 3.25732
C 1.62852 -4.96546 3.81069
N 0.63672 -5.30798 4.63060
C -0.23843 -4.35328 4.93496
C -0.18140 -3.05689 4.44044
H 2.60228 -3.48487 2.60038
H 2.35047 -5.74347 3.58303
H -1.03483 -4.63619 5.61505
H -0.92324 -2.33126 4.74712
N 2.44151 -4.19856 -2.40931
C 2.47742 -3.36617 -1.21542
C 1.34237 -2.36401 -1.26124
O 0.59218 -2.40761 -2.31675
O 1.14982 -1.58667 -0.33343
H 2.29253 -5.17558 -2.19970
H 3.27424 -4.11413 -2.97344
H 0.97768 -3.14201 -2.86752
H 3.40594 -2.80208 -1.11278
H 2.35287 -3.93529 -0.29240
*
```

How positive or negative is each atom? The Mulliken charges in e answer that: atom 1 (Ti): 0.34, atom 2 (O): -0.85, atom 3 (S): 0.85, atom 4 (C): -1.33, atom 5 (C): 0.57, atom 6 (C): 0.20, atom 7 (C): -1.30, atom 8 (S): 0.62, atom 9 (O): 0.42, atom 10 (C): 0.50, atom 11 (C): -0.32, atom 12 (C): -0.94, atom 13 (C): -0.51, atom 14 (C): -0.83, atom 15 (C): -0.54, atom 16 (C): 0.42, atom 17 (C): -0.22, atom 18 (C): -0.89, atom 19 (C): -0.50, atom 20 (C): -0.75, atom 21 (C): -0.44, atom 22 (H): 0.60, atom 23 (H): 0.57, atom 24 (H): 0.66, atom 25 (H): -1.12, atom 26 (H): -0.51, atom 27 (H): 0.67, atom 28 (H): 0.60, atom 29 (H): 0.55, atom 30 (H): 0.11, atom 31 (H): 0.48, atom 32 (H): 0.42, atom 33 (H): 0.44, atom 34 (H): 0.47, atom 35 (H): 0.15, atom 36 (H): 0.46, atom 37 (H): 0.41, atom 38 (H): 0.41, atom 39 (H): 0.46, atom 40 (C): -1.17, atom 41 (Si): 0.57, atom 42 (C): -1.63, atom 43 (C): 0.34, atom 44 (C): -0.68, atom 45 (C): -0.73, atom 46 (C): -0.85, atom 47 (C): -0.88, atom 48 (C): 0.87, atom 49 (Si): 1.71, atom 50 (C): -1.18, atom 51 (C): -1.22, atom 52 (H): 0.49, atom 53 (H): 0.05, atom 54 (H): 0.42, atom 55 (H): 0.47, atom 56 (H): 0.49, atom 57 (H): 0.54, atom 58 (H): 0.33, atom 59 (H): 0.43, atom 60 (H): 0.41, atom 61 (H): 0.31, atom 62 (H): 0.50, atom 63 (H): 0.26, atom 64 (H): -0.03, atom 65 (H): 0.66, atom 66 (H): 0.33, atom 67 (H): -0.02, atom 68 (C): -1.06, atom 69 (S): 0.71, atom 70 (C): -0.85, atom 71 (O): -0.78, atom 72 (H): 0.33, atom 73 (H): 0.44, atom 74 (H): 0.31, atom 75 (H): 0.55, atom 76 (H): 0.37, atom 77 (H): -0.14, atom 78 (Se): -0.49, atom 79 (C): 0.24, atom 80 (C): -0.28, atom 81 (C): -0.46, atom 82 (N): -0.63, atom 83 (C): -0.58, atom 84 (C): -0.09, atom 85 (H): 0.40, atom 86 (H): 0.36, atom 87 (H): 0.38, atom 88 (H): 0.51, atom 89 (N): -0.61, atom 90 (C): -0.05, atom 91 (C): -0.14, atom 92 (O): -0.39, atom 93 (O): 0.40, atom 94 (H): 0.21, atom 95 (H): 0.21, atom 96 (H): 0.47, atom 97 (H): 0.32, atom 98 (H): 0.22